{
  "formula": "C2H6S2",
  "method": "ωB97M-V with the def2-TZVPD basis set",
  "e_homo_ev": -8.14,
  "gap_ev": 9.02,
  "smiles": "CSSC",
  "elements": ["C", "S", "S", "C", "H", "H", "H", "H", "H", "H"],
  "xyz": [[1.442949, -0.881339, -0.121534], [-0.010144, -1.454009, -1.040325], [-1.619230, -0.698485, -0.039739], [-1.330182, 1.059504, 0.245739], [2.168629, -1.690109, -0.227655], [1.925797, -0.068840, -0.665152], [1.238608, -0.578690, 0.899232], [-1.792684, 1.706829, -0.501788], [-1.739528, 1.274063, 1.226689], [-0.284216, 1.331077, 0.224532]],
  "forces_ev_per_a": [[0.49, -0.11, -0.80], [0.09, 0.37, -0.33], [-0.14, -0.17, 0.59], [-0.09, 0.46, -0.67], [-0.10, -0.14, 0.61], [-0.33, 0.30, 0.12], [-0.02, -0.32, 0.13], [-0.24, -0.20, 0.02], [-0.02, 0.07, 0.10], [0.37, -0.26, 0.24]],
  "lowdin_charge": [-0.4790, 0.3974, 0.3982, -0.4721, 0.0222, 0.0244, 0.0339, 0.0307, 0.0259, 0.0184]
}

{
  "formula": "C2H6Se2",
  "method": "ωB97M-V with the def2-TZVPD basis set",
  "e_homo_ev": [-7.79, -7.58],
  "gap_ev": [7.94, 7.45],
  "elements": ["C", "C", "Se", "Se", "H", "H", "H", "H", "H", "H"],
  "xyz": [[-1.197108, -0.606402, 1.385274], [1.298707, -0.361937, -1.198404], [-2.247272, -0.037732, -0.018724], [2.099869, 0.642322, 0.169124], [-1.124699, -1.628304, 1.388370], [-1.269934, 0.071233, 2.242428], [0.883357, -0.015780, -2.155704], [1.872629, -1.231248, -1.320529], [-1.741863, 1.346769, -0.309299], [1.426311, 1.821077, -0.182535]],
  "forces_ev_per_a": [[-0.74, 3.19, 0.20], [0.15, 0.62, -0.40], [-0.21, 0.38, -1.12], [0.13, -1.13, -0.28], [0.36, -2.23, 0.53], [0.62, -0.79, -0.08], [0.07, 0.44, 0.87], [0.40, -1.42, -0.07], [-0.07, -0.56, 0.50], [-0.70, 1.50, -0.16]],
  "lowdin_charge": [-0.4840, -0.4746, 0.6977, 0.7490, -0.0609, -0.0083, 0.0020, -0.0658, -0.1501, -0.2049]
}

Q: Number 1 is which compound?
A: C2H6S2